Formula: C45H92Cl18NO
Source: the OMol25 dataset
Level of theory: wB97M-V/def2-TZVPD

Properties
**Charge**: -1
**HOMO-LUMO gap**: 3.65 eV
**Highest occupied orbital energy**: -2.04 eV
**Multiplicity**: 1

Geometry (Å):
C1 4.164 -1.721 2.837
C2 3.101 -2.827 2.172
C3 3.807 -3.453 0.822
C4 3.238 -2.628 -0.478
C5 1.636 -2.817 -0.768
C6 1.157 -4.361 -1.052
C7 -0.450 -4.288 -1.443
C8 -1.372 -5.435 -0.720
C9 -1.364 -5.336 0.947
C10 -2.438 -6.496 1.464
C11 -3.122 -6.161 2.920
C12 -4.531 -5.279 2.804
C13 -4.268 -3.677 2.530
C14 -4.703 -3.363 0.980
C15 -6.213 -2.737 0.831
C16 -6.291 -1.643 -0.426
C17 -5.503 -0.226 -0.053
C18 -4.308 0.081 -1.135
C19 -2.793 0.013 -0.493
C20 -2.482 1.169 0.630
N1 -2.987 0.861 2.022
C21 -2.206 -0.250 2.688
C22 -1.974 0.076 4.299
C23 -0.404 -0.131 4.766
C24 0.442 1.143 4.137
C25 1.305 0.774 2.788
O1 1.056 1.853 1.786
C26 1.507 1.433 0.447
C27 3.131 1.727 0.295
H1 4.370 -0.878 2.020
H2 3.574 -1.239 3.754
H3 5.155 -2.262 3.162
H4 2.121 -2.201 1.931
H5 2.862 -3.707 2.913
H6 4.976 -3.271 0.954
H7 3.667 -4.608 0.687
H8 3.396 -1.471 -0.233
H9 3.919 -2.824 -1.435
H10 1.367 -2.150 -1.721
H11 0.955 -2.404 0.101
H12 1.726 -4.765 -2.020
H13 1.390 -5.120 -0.192
H14 -0.832 -3.188 -1.180
H15 -0.605 -4.402 -2.615
H16 -2.500 -5.197 -1.032
H17 -1.168 -6.532 -1.075
H18 -1.660 -4.247 1.302
H19 -0.252 -5.627 1.266
H20 -1.819 -7.505 1.617
H21 -3.237 -6.649 0.621
H22 -2.371 -5.708 3.716
H23 -3.456 -7.212 3.376
H24 -5.147 -5.357 3.814
H25 -5.262 -5.712 1.965
H26 -5.007 -3.084 3.248
H27 -3.155 -3.426 2.796
H28 -3.925 -2.600 0.547
H29 -4.559 -4.370 0.377
H30 -7.043 -3.562 0.637
H31 -6.566 -2.131 1.789
H32 -5.891 -2.125 -1.417
H33 -7.439 -1.395 -0.551
H34 -5.131 -0.346 1.063
H35 -6.309 0.639 -0.159
H36 -4.389 -0.591 -2.112
H37 -4.462 1.199 -1.505
H38 -2.512 -1.018 -0.015
H39 -2.027 0.191 -1.384
H40 -2.924 2.199 0.280
H41 -1.294 1.254 0.708
H42 -1.175 -0.488 2.157
H43 -2.856 -1.244 2.611
H44 -2.632 -0.705 4.900
H45 -2.320 1.183 4.495
H46 0.039 -1.173 4.450
H47 -0.397 0.039 5.946
H48 1.176 1.523 4.978
H49 -0.310 2.022 3.913
H50 0.981 -0.289 2.421
H51 2.460 0.698 3.079
H52 0.972 2.061 -0.400
H53 1.323 0.268 0.278
H54 3.346 1.940 -0.858
H55 3.720 0.798 0.707
H56 3.390 2.697 0.941
Cl1 -5.370 -1.652 5.540
C28 -5.673 0.055 5.130
C29 -7.156 0.385 5.099
Cl2 -7.992 -0.402 3.736
H57 -5.193 0.264 4.168
H58 -5.175 0.657 5.896
H59 -7.296 1.462 4.975
H60 -7.656 0.081 6.024
Cl3 0.874 0.004 -3.587
C30 -0.216 -1.321 -4.067
C31 -1.157 -0.912 -5.189
Cl4 -2.362 0.286 -4.653
H61 -0.765 -1.648 -3.179
H62 0.419 -2.148 -4.399
H63 -1.715 -1.784 -5.543
H64 -0.612 -0.488 -6.038
Cl5 -0.319 6.130 6.256
C32 -1.040 5.090 5.003
C33 -2.250 4.326 5.517
Cl6 -1.803 3.085 6.714
H65 -0.263 4.413 4.634
H66 -1.337 5.746 4.180
H67 -2.740 3.805 4.689
H68 -2.982 4.995 5.979
Cl7 5.883 -2.392 -4.964
C34 6.612 -0.935 -4.243
C35 6.025 -0.615 -2.878
Cl8 4.330 -0.078 -2.984
H69 6.479 -0.106 -4.944
H70 7.684 -1.132 -4.149
H71 6.586 0.201 -2.414
H72 6.066 -1.480 -2.208
Cl9 -2.119 10.022 4.525
C36 -2.840 8.982 3.272
C37 -4.050 8.218 3.785
Cl10 -3.603 6.977 4.983
H73 -2.063 8.305 2.903
H74 -3.137 9.638 2.449
H75 -4.540 7.697 2.958
H76 -4.782 8.887 4.248
Cl11 7.738 -5.654 -2.997
C38 7.669 -5.440 -1.230
C39 7.047 -4.111 -0.836
Cl12 8.086 -2.728 -1.264
H77 8.685 -5.543 -0.836
H78 7.066 -6.264 -0.835
H79 6.902 -4.074 0.247
H80 6.073 -3.963 -1.315
Cl13 2.973 3.705 -4.103
C40 1.454 3.168 -4.862
C41 0.684 4.321 -5.485
Cl14 0.028 5.434 -4.258
H81 0.859 2.651 -4.102
H82 1.725 2.442 -5.634
H83 -0.169 3.937 -6.051
H84 1.312 4.902 -6.169
Cl15 -1.213 9.240 -9.154
C42 -1.857 8.630 -7.609
C43 -0.822 7.836 -6.829
Cl16 -0.425 6.289 -7.619
H85 -2.746 8.030 -7.826
H86 -2.169 9.504 -7.029
H87 -1.210 7.593 -5.836
H88 0.108 8.400 -6.702
Cl17 9.876 0.759 -3.430
C44 10.172 1.734 -4.891
C45 9.002 2.649 -5.218
Cl18 7.566 1.739 -5.752
H89 10.393 1.051 -5.717
H90 11.067 2.332 -4.696
H91 9.273 3.321 -6.037
H92 8.715 3.260 -4.356

Force components x, y, z for each atom (eV/Å):
-1.4 -0.4 -0.2
0.8 0.3 -0.1
-0.1 0.8 -0.1
0.4 0.9 0.4
0.1 -0.3 -0.4
-0.1 0.4 -1.5
0.0 -0.3 -0.1
-1.2 1.3 0.5
0.1 -1.0 -1.3
1.1 0.3 0.8
-1.4 -1.1 0.0
0.0 0.3 0.7
-1.3 -0.9 0.0
0.8 0.4 0.3
-0.4 0.6 -0.7
-0.6 -0.1 0.8
-0.7 -1.0 -0.7
0.5 0.7 0.4
0.4 0.5 -0.8
0.3 -0.8 1.4
1.5 -0.4 -0.7
-1.0 0.5 -0.4
0.2 -1.3 -0.4
-0.9 1.8 0.2
0.4 -0.2 0.3
-0.1 0.3 1.1
0.8 -2.6 -0.5
1.2 0.0 -0.4
-0.8 0.3 -0.1
-0.3 -1.9 1.9
1.7 -0.9 -1.9
-1.9 1.2 -0.6
2.0 -1.7 0.4
0.4 1.9 -1.2
-2.5 -0.3 -0.4
0.0 2.1 0.3
-0.3 -2.4 -0.5
-1.7 0.2 1.8
0.6 -1.5 2.0
1.6 -0.7 -1.5
-1.0 0.8 2.1
-0.6 1.7 -1.4
0.6 -2.5 -0.3
0.5 0.2 2.4
2.3 -0.6 0.6
0.0 2.1 0.7
0.7 -2.3 -0.8
-2.5 0.8 -0.3
-1.4 2.1 -0.6
1.4 0.2 1.8
-1.5 -0.7 -1.9
0.7 2.1 -0.9
1.5 -0.1 -1.9
1.8 0.8 1.7
1.9 -1.1 -1.6
-2.2 -0.3 -0.6
-1.6 -1.2 0.7
-0.5 2.1 1.0
1.8 1.5 0.5
1.0 -1.4 -1.8
-0.7 0.9 1.9
2.2 -0.6 0.0
-0.4 0.8 -2.4
1.8 -1.8 0.5
0.1 1.2 2.1
0.5 -2.2 0.7
-0.7 1.7 -0.9
-1.4 -0.4 1.5
0.8 -1.9 0.5
-2.0 0.0 -0.6
-1.5 0.4 0.9
1.5 1.4 0.4
1.2 1.7 -1.0
0.7 -2.2 -0.3
-0.9 2.0 0.7
0.2 -0.8 -2.4
-1.3 -0.6 -1.7
1.5 -1.9 0.2
0.4 2.1 0.3
-2.3 0.3 -0.8
0.7 -1.3 2.1
0.1 2.5 0.3
-0.2 -0.6 2.6
-0.9 1.9 -1.0
-0.5 -2.2 -1.5
-0.1 -0.1 0.1
0.0 0.4 -0.2
0.2 0.1 0.3
-0.1 -0.1 0.0
0.0 -0.1 0.0
-0.1 -0.1 -0.1
0.1 -0.2 -0.1
0.1 0.0 -0.2
-0.1 0.0 0.0
-0.2 -0.3 -0.1
0.2 -0.1 -0.1
0.1 0.0 0.0
0.0 0.2 -0.1
-0.1 0.1 0.0
0.1 0.1 0.1
-0.1 0.0 0.2
0.1 0.1 0.1
-0.1 -0.3 -0.4
0.0 0.1 -0.2
0.0 0.0 0.1
-0.2 0.1 0.2
0.0 -0.2 0.2
0.2 0.0 0.0
0.4 -0.4 0.1
-0.1 -0.1 0.0
0.1 0.2 0.2
0.1 -0.1 0.0
0.0 0.0 -0.1
-0.2 -0.6 0.4
-0.2 0.0 0.1
0.0 -0.1 -0.1
-0.1 0.3 -0.3
0.0 0.0 0.0
-0.1 -0.2 -0.2
-0.1 0.2 -0.2
-0.3 0.6 -0.2
-0.2 0.1 0.2
0.0 -0.1 0.2
0.2 0.1 0.1
0.3 -0.1 0.0
0.0 0.0 0.0
0.0 0.0 0.3
-0.2 -0.3 0.1
0.2 -0.1 0.0
-0.2 0.1 -0.1
0.0 0.2 -0.1
0.1 -0.1 -0.2
0.2 0.0 0.0
0.0 0.0 0.0
-0.4 0.0 -0.1
0.3 -0.4 -0.2
0.0 0.0 0.1
0.1 0.2 -0.2
-0.1 0.2 0.1
0.1 0.0 0.2
-0.1 -0.2 0.3
0.0 0.0 -0.1
-0.1 -0.1 0.3
-0.1 0.3 0.2
-0.2 0.3 -0.3
0.3 0.1 0.0
0.1 -0.2 0.0
0.0 0.0 -0.2
-0.2 -0.1 -0.1
0.0 0.0 0.0
0.1 0.2 -0.3
0.2 0.2 0.1
0.3 0.4 -0.1
-0.2 0.1 0.2
-0.2 0.0 0.0
0.0 -0.2 0.1
0.0 -0.2 -0.1

***

Formula: C34H96N16O16
Source: the OMol25 dataset
Level of theory: wB97M-V/def2-TZVPD

Properties
**SMILES**: COCCNCCOC.COCCNCCOC.COCCNCCOC.COCCNCCOC.NC(N)=O.NC(N)=O.NC(N)=O.NC(N)=O.NC(N)=O.NC(N)=O.CCO.CCO
**HOMO-LUMO gap**: 8.47 eV
**Highest occupied orbital energy**: -8.60 eV
**Multiplicity**: 1

Geometry (Å):
C1 -5.556 0.417 -2.046
O1 -4.778 0.346 -2.998
N1 -5.134 0.167 -0.759
N2 -6.897 0.696 -2.192
H1 -5.676 -0.014 0.061
H2 -4.178 -0.145 -0.683
H3 -7.508 0.384 -1.468
H4 -7.200 0.952 -3.112
C2 -1.491 2.370 2.456
O2 -0.649 1.451 2.299
N3 -2.670 2.172 3.174
N4 -1.312 3.701 2.161
H5 -3.284 2.936 3.331
H6 -2.828 1.212 3.466
H7 -2.071 4.340 2.236
H8 -0.428 4.018 1.782
C3 2.020 0.698 5.008
O3 3.218 0.592 5.287
N5 1.554 1.379 3.919
N6 1.021 0.078 5.741
H9 2.184 1.984 3.429
H10 0.599 1.309 3.560
H11 1.316 -0.643 6.374
H12 0.040 0.188 5.548
C4 2.772 -0.268 -2.387
O4 3.394 -0.449 -3.449
N7 3.466 0.000 -1.209
N8 1.415 -0.474 -2.253
H13 2.998 0.326 -0.382
H14 4.461 0.108 -1.226
H15 0.839 -0.879 -2.976
H16 0.992 -0.226 -1.364
C5 -1.756 -1.557 -3.633
O5 -0.610 -2.018 -3.844
N9 -2.692 -2.247 -2.893
N10 -2.129 -0.293 -4.028
H17 -3.644 -1.936 -2.874
H18 -2.321 -3.178 -2.657
H19 -1.483 0.313 -4.494
H20 -2.932 0.147 -3.599
C6 -2.018 -1.769 4.134
O6 -2.424 -0.667 4.542
N11 -0.824 -2.312 4.521
N12 -2.755 -2.547 3.266
H21 -0.093 -1.803 4.983
H22 -0.460 -3.119 4.036
H23 -3.595 -2.156 2.884
H24 -2.687 -3.543 3.197
C7 -1.413 -1.398 0.303
C8 -0.019 -1.490 0.926
O7 0.703 -0.291 0.636
H25 -2.042 -0.673 0.832
H26 -1.891 -2.380 0.253
H27 -1.387 -1.030 -0.729
H28 0.402 -2.442 0.601
H29 -0.110 -1.513 2.015
H30 0.263 0.363 1.222
C9 0.393 -5.304 2.766
C10 1.880 -5.114 2.917
O8 2.096 -3.823 3.499
H31 -0.091 -4.450 2.299
H32 -0.082 -5.369 3.756
H33 0.213 -6.304 2.364
H34 2.419 -5.114 1.953
H35 2.437 -5.941 3.381
H36 3.013 -3.579 3.252
C11 3.349 8.761 3.747
O9 2.274 8.794 2.837
C12 2.474 7.934 1.758
C13 2.223 6.453 2.065
N13 2.850 5.622 1.051
C14 2.335 5.823 -0.289
C15 0.864 5.433 -0.477
O10 0.504 4.142 -0.024
C16 1.235 3.082 -0.621
H37 3.054 9.050 4.752
H38 4.144 9.445 3.422
H39 3.816 7.773 3.796
H40 3.438 8.046 1.241
H41 1.776 8.243 0.973
H42 1.140 6.310 2.177
H43 2.646 6.237 3.045
H44 2.769 4.658 1.347
H45 2.976 5.352 -1.035
H46 2.393 6.881 -0.557
H47 0.681 5.502 -1.563
H48 0.183 6.146 -0.012
H49 1.348 2.275 0.100
H50 2.233 3.387 -0.939
H51 0.712 2.718 -1.511
C17 7.417 -1.676 3.878
O11 6.602 -2.781 4.237
C18 5.248 -2.458 4.416
C19 4.615 -1.906 3.151
N14 4.533 -2.947 2.141
C20 4.137 -2.417 0.849
C21 4.324 -3.418 -0.256
O12 5.727 -3.664 -0.339
C22 6.068 -4.369 -1.499
H52 7.385 -1.445 2.813
H53 8.427 -1.990 4.135
H54 7.135 -0.833 4.511
H55 5.070 -1.842 5.308
H56 4.708 -3.374 4.678
H57 5.145 -1.023 2.765
H58 3.653 -1.462 3.442
H59 5.445 -3.381 2.012
H60 4.735 -1.526 0.590
H61 3.139 -1.972 0.863
H62 4.032 -2.993 -1.226
H63 3.817 -4.376 -0.064
H64 5.867 -3.744 -2.373
H65 5.449 -5.274 -1.570
H66 7.099 -4.707 -1.472
C23 -2.339 -8.908 -1.417
O13 -2.670 -7.568 -1.710
C24 -2.794 -6.804 -0.528
C25 -2.842 -5.341 -0.966
N15 -1.910 -4.976 -2.044
C26 -0.499 -4.911 -1.597
C27 0.456 -5.084 -2.744
O14 0.702 -6.422 -3.091
C28 0.672 -6.675 -4.481
H67 -2.202 -9.416 -2.376
H68 -3.179 -9.458 -0.978
H69 -1.399 -8.957 -0.867
H70 -3.630 -7.195 0.059
H71 -1.910 -6.888 0.126
H72 -3.860 -5.127 -1.327
H73 -2.725 -4.606 -0.157
H74 -2.018 -5.810 -2.634
H75 -0.403 -3.920 -1.137
H76 -0.276 -5.592 -0.764
H77 0.145 -4.420 -3.559
H78 1.403 -4.622 -2.414
H79 1.052 -5.805 -5.024
H80 -0.356 -6.905 -4.779
H81 1.297 -7.519 -4.773
C29 -5.287 8.831 -3.517
O15 -4.683 7.936 -4.398
C30 -5.509 6.865 -4.774
C31 -4.672 5.661 -5.181
N16 -3.858 5.189 -4.081
C32 -3.334 3.851 -4.330
C33 -2.532 3.349 -3.156
O16 -3.343 3.362 -1.981
C34 -2.671 2.722 -0.933
H82 -6.098 9.428 -3.953
H83 -4.543 9.556 -3.189
H84 -5.674 8.311 -2.633
H85 -6.142 7.150 -5.632
H86 -6.253 6.592 -4.009
H87 -4.056 5.972 -6.026
H88 -5.419 4.914 -5.495
H89 -4.346 5.341 -3.211
H90 -2.747 3.933 -5.245
H91 -4.188 3.163 -4.472
H92 -1.687 4.041 -3.032
H93 -2.245 2.305 -3.302
H94 -2.495 1.644 -0.995
H95 -3.311 2.817 -0.043
H96 -1.809 3.321 -0.619

Force components x, y, z for each atom (eV/Å):
-0.2 -0.6 -0.1
-0.5 0.4 0.7
0.8 -0.1 -0.4
1.4 0.0 0.3
-0.6 0.2 -0.1
0.0 0.0 -0.2
-0.5 0.2 -0.1
-0.3 -0.2 0.0
-0.6 0.6 1.7
-1.4 1.5 -0.3
2.0 -1.2 -1.5
0.9 -1.4 -0.1
-0.5 0.1 0.3
-0.3 0.3 0.3
-0.2 0.2 0.0
-0.3 -0.2 -0.4
0.5 -0.3 -0.3
-1.2 0.1 -0.1
-0.3 0.0 0.3
0.4 -0.1 -0.1
0.2 -0.1 0.0
0.6 0.0 0.3
0.0 0.1 0.2
0.0 0.2 -0.1
0.6 -1.2 -1.2
-0.9 0.4 1.4
-0.8 0.3 -0.1
0.9 0.9 0.8
-0.2 -0.2 0.0
0.0 0.1 -0.5
0.2 0.0 -0.3
0.0 -0.3 -0.1
0.9 0.3 0.3
-1.6 0.5 0.2
1.7 0.4 -0.7
-0.2 -0.4 0.2
-0.2 -0.2 0.0
-1.0 -0.1 0.1
0.4 -0.3 -0.1
-0.2 -0.2 -0.1
0.1 0.7 0.7
0.5 -0.8 -0.8
-0.3 -0.8 -0.4
-0.1 0.3 -0.1
-0.3 0.5 0.1
-0.1 0.1 -0.1
0.0 0.2 0.3
0.4 -0.2 0.1
-0.2 0.2 -0.3
-1.3 0.5 0.4
0.2 -0.3 0.1
0.0 -0.2 0.2
-0.1 0.1 0.2
0.4 -0.2 0.0
0.9 0.5 -0.2
0.0 -0.4 0.0
0.4 0.0 -0.4
0.1 -0.9 1.3
1.0 0.9 -1.0
0.2 -0.6 0.3
0.1 -0.2 -0.8
0.3 0.1 0.1
-0.3 0.4 -0.7
-0.6 0.2 -0.3
-0.6 0.1 0.9
-0.3 0.0 -0.2
0.9 0.0 -0.1
-0.1 0.0 0.5
-0.5 -0.2 -1.3
0.1 0.6 0.2
0.2 0.0 0.3
-0.4 0.1 0.2
0.2 0.0 -1.3
0.4 0.2 0.6
0.1 0.0 -0.4
-0.4 0.0 -0.1
-0.1 0.1 0.0
-0.1 0.0 0.1
0.3 0.0 0.6
-0.2 0.1 0.3
-0.1 -0.1 -0.1
0.2 -0.2 -0.1
0.1 -0.1 -0.3
0.0 -0.3 0.2
0.0 0.0 0.1
-0.2 0.0 0.1
0.0 -0.1 0.3
-0.2 0.0 0.0
0.0 0.0 0.1
0.0 -0.1 0.1
0.1 -0.6 0.8
0.2 -0.4 -0.2
-0.6 -0.1 0.1
0.1 0.8 0.5
-0.5 -0.1 0.0
0.0 0.8 -0.2
0.6 0.1 -0.4
0.3 0.0 0.6
-0.7 -0.4 -0.2
-0.2 0.1 0.0
0.1 0.2 -0.1
0.1 0.3 -0.3
0.3 0.6 -0.3
0.3 -0.2 -0.2
0.3 -0.1 0.1
-0.2 -0.5 -0.3
0.0 0.0 0.3
0.3 -0.2 0.0
-0.3 -0.6 0.2
-0.5 -0.1 0.2
-0.2 0.2 -0.1
0.2 -0.1 -0.2
0.0 0.0 -0.2
0.2 0.3 0.1
-0.2 -0.3 -1.2
0.0 -0.2 0.4
1.0 0.4 0.2
-1.3 1.2 -0.1
-0.2 -1.6 0.3
-0.9 0.1 0.5
1.0 1.5 0.5
-0.1 -0.5 0.0
-0.3 0.3 -0.2
0.2 0.2 0.0
0.2 0.2 0.6
-0.1 -0.2 0.3
-0.3 0.5 0.0
0.1 -0.5 -0.2
0.2 -0.1 -0.2
0.2 -0.5 0.3
0.5 0.6 -0.4
0.4 0.1 -0.4
0.0 -0.3 -0.3
-0.3 -0.5 -0.2
0.0 -0.2 -0.1
-0.2 0.0 -0.1
0.0 0.1 -0.2
0.1 -0.1 0.5
-0.1 0.5 0.4
0.1 -0.2 0.0
-0.4 -0.1 -0.7
-0.6 0.6 0.6
0.4 0.5 -0.5
-1.3 0.3 0.7
-0.3 0.3 0.0
0.1 -0.3 -0.6
-0.6 1.0 1.9
-0.1 -0.3 -0.2
0.2 -0.1 0.0
-0.1 0.0 0.0
0.2 0.1 0.0
0.4 0.0 0.4
0.1 -0.3 -0.1
0.2 -0.2 -0.3
0.1 -0.6 0.2
0.2 -0.4 0.1
0.3 -0.2 -0.3
0.2 -0.4 0.2
0.5 0.2 -0.3
0.3 0.1 -0.8
-0.2 -0.1 -0.2
0.5 -0.5 -0.4

***

Formula: C5H10O2
Source: the OMol25 dataset
Level of theory: wB97M-V/def2-TZVPD

Properties
**ΔE to the lowest compared entry with this formula, charge and spin**: 122.65 kcal per mole
**HOMO-LUMO gap**: 8.45 eV
**Highest occupied orbital energy**: -7.52 eV
**Multiplicity**: 1

Geometry (Å):
C1 1.629 1.142 0.329
C2 1.030 -0.060 -0.329
O1 1.754 -1.410 0.777
C3 -0.299 -0.464 -0.053
C4 -1.465 0.397 0.408
C5 -2.183 -0.241 -0.793
O2 -1.066 -1.091 -1.095
H1 2.720 1.112 0.337
H2 1.305 2.030 -0.228
H3 1.274 1.238 1.358
H4 1.465 -0.387 -1.272
H5 2.001 -2.183 0.240
H6 0.537 -1.337 0.762
H7 -1.895 0.139 1.381
H8 -1.321 1.481 0.359
H9 -2.400 0.455 -1.616
H10 -3.087 -0.820 -0.565

Force components x, y, z for each atom (eV/Å):
0.0 0.0 0.1
-0.3 0.1 -0.1
0.1 -0.5 0.0
0.3 0.3 0.0
-0.1 0.1 0.1
-0.4 0.2 0.0
0.0 -0.1 -0.1
-0.2 0.0 0.0
0.0 -0.1 0.1
0.0 0.0 -0.1
0.0 0.0 0.1
0.0 0.1 0.2
0.3 0.0 0.0
0.1 0.0 -0.2
0.0 -0.1 0.0
0.1 -0.1 0.1
0.2 0.1 0.0

***

Question: Among the records above, which one has the lowest highest occupied orbital energy?
Answer: C34H96N16O16